The following is a DFT calculation (ωB97M-V/def2-TZVPD) of one molecule with the formula C4H9NO.

Values from the calculation:
Highest occupied orbital energy in eV: -8.952
SMILES: CN1CC(O)C1
ΔE to the lowest compared entry with this formula, charge and spin in kJ/mol: 228.4
HOMO-LUMO gap in eV: 9.95
Energy in eV: -7829.9531

Geometry (Å):
C (0.03, 1.88, 0.15)
N (0.32, 0.67, -0.56)
C (-0.77, -0.27, -0.88)
C (0.12, -1.42, -0.34)
O (-0.41, -2.42, 0.48)
C (0.92, -0.30, 0.35)
H (-0.76, 2.46, -0.34)
H (-0.22, 1.61, 1.21)
H (0.94, 2.49, 0.20)
H (-1.04, -0.28, -1.95)
H (-1.69, -0.15, -0.28)
H (0.65, -1.93, -1.16)
H (-0.61, -1.99, 1.32)
H (0.51, -0.05, 1.38)
H (2.02, -0.30, 0.40)

Atom charges from the Löwdin analysis, given in e for atoms 1 to 2: -0.11 -0.21